Entry 1:
{
  "formula": "C31H22CrO7S2",
  "method": "ωB97M-V with the def2-TZVPD basis set",
  "species": ["C", "C", "C", "C", "S", "C", "S", "C", "C", "C", "C", "C", "C", "O", "O", "O", "O", "C", "C", "H", "H", "H", "H", "H", "H", "H", "H", "H", "H", "H", "O", "C", "Cr", "C", "O", "C", "O", "C", "C", "C", "C", "C", "C", "C", "C", "C", "C", "C", "C", "C", "C", "C", "H", "H", "H", "H", "H", "H", "H", "H", "H", "H", "H"],
  "xyz": [[3.2325, 4.8900, 0.2633], [4.0004, 3.7935, -0.1407], [3.3692, 2.6460, -0.6201], [1.9719, 2.6178, -0.7185], [1.1650, 1.0036, -0.9631], [1.0641, 0.2916, -2.5177], [-0.0500, 0.0298, -3.8293], [-1.7409, 0.7489, -3.7556], [-2.8992, -0.0347, -3.6482], [-4.1443, 0.5736, -3.4731], [-4.2804, 1.9508, -3.6806], [-3.1547, 2.7004, -4.0422], [-1.8900, 2.1032, -4.0753], [0.5480, 0.7046, -4.9690], [-0.2353, -1.4114, -3.9498], [2.1910, 0.2103, -0.2744], [-0.1590, 1.2044, -0.4089], [1.1982, 3.7106, -0.3244], [1.8391, 4.8472, 0.1686], [3.7239, 5.7935, 0.6183], [5.0875, 3.8176, -0.0933], [3.9395, 1.7627, -0.9032], [2.0641, 0.4034, -2.9549], [-2.8299, -1.1226, -3.6807], [-5.0033, -0.0413, -3.1923], [-5.2583, 2.4305, -3.6032], [-3.2426, 3.7576, -4.3019], [-1.0148, 2.6869, -4.3624], [0.1123, 3.6624, -0.3845], [1.2205, 5.6916, 0.4632], [-0.5640, -2.7275, 6.6488], [0.1387, -2.3202, 5.8147], [1.3267, -1.9753, 4.3590], [0.2605, -3.1816, 3.3972], [-0.3869, -4.0121, 2.8971], [2.2229, -3.5393, 4.9891], [2.5666, -4.5696, 5.4117], [2.4744, -0.2717, 5.1366], [1.1912, 0.1474, 4.7661], [0.6708, -0.1619, 3.5059], [1.4452, -0.8587, 2.5449], [0.8469, -1.3695, 1.3161], [0.5219, -1.5188, 0.1339], [0.1324, -1.6554, -1.1694], [-1.2809, -1.9101, -1.2874], [-1.8036, -2.8110, -2.2408], [-3.1169, -3.2619, -2.1582], [-3.9292, -2.8537, -1.0884], [-3.4614, -1.8960, -0.1801], [-2.1680, -1.3836, -0.3123], [2.7330, -1.2729, 2.9446], [3.2482, -0.9578, 4.2008], [2.8654, -0.0718, 6.1382], [0.5776, 0.6869, 5.4848], [-0.3478, 0.1137, 3.2150], [0.8390, -2.0206, -1.9089], [-1.1541, -3.1725, -3.0369], [-3.4644, -3.9634, -2.9199], [-4.9249, -3.2836, -0.9609], [-4.0800, -1.5676, 0.6577], [-1.7668, -0.6260, 0.3674], [3.3111, -1.8679, 2.2348], [4.2519, -1.2886, 4.4529]],
  "forces_ev_per_angstrom": [[-0.134, -0.074, -0.234], [-0.315, -0.156, -0.112], [-0.175, 0.079, -0.201], [-0.023, 0.218, -0.507], [0.782, 1.683, 3.296], [1.499, 1.777, -0.953], [-2.391, -0.988, -3.311], [-0.075, 0.357, -0.139], [0.497, -0.421, 0.770], [0.144, 0.247, -0.396], [0.339, -0.104, 0.041], [0.119, -0.189, -0.053], [0.192, 0.181, 0.446], [0.325, -0.024, 1.235], [0.643, 1.364, 0.308], [-0.664, 0.278, -1.410], [0.286, -0.445, -0.517], [0.096, -0.154, -0.259], [0.028, -0.182, -0.103], [-0.107, -0.203, -0.002], [-0.257, 0.057, 0.055], [-0.073, 0.290, 0.098], [-0.248, -0.490, -0.207], [0.066, 0.400, 0.386], [0.262, 0.184, -0.359], [0.330, -0.162, 0.025], [-0.025, -0.369, 0.114], [-0.215, -0.088, 0.195], [0.264, -0.009, 0.016], [0.258, -0.086, 0.015], [2.287, 1.622, -2.685], [-2.528, -1.553, 3.196], [-0.282, -1.101, 1.748], [-2.387, -3.103, -2.156], [2.063, 2.809, 1.524], [1.326, -4.055, 1.726], [-0.906, 3.640, -1.501], [0.567, 0.350, 0.890], [-0.446, 0.503, 0.105], [-1.099, 1.016, -0.955], [-0.921, -0.872, -1.457], [0.171, 0.451, -0.227], [1.035, -0.069, 2.238], [-1.091, -1.976, 0.875], [-0.876, -0.029, -0.098], [-0.044, -0.276, -0.039], [0.304, 0.067, 0.270], [0.006, 0.010, -0.164], [0.523, 0.199, -0.118], [-0.114, -0.428, 0.097], [0.870, -0.251, -1.762], [0.615, 0.055, 0.071], [-0.202, -0.052, -0.446], [0.044, -0.241, -0.128], [0.425, -0.034, 0.293], [-0.112, 0.108, 0.053], [-0.250, 0.027, 0.325], [-0.045, 0.173, 0.386], [0.279, 0.194, -0.099], [0.080, -0.046, -0.380], [-0.367, -0.290, -0.194], [-0.127, 0.250, 0.290], [-0.225, -0.069, 0.086]],
  "homo_ev": [-9.844, -11.224],
  "orbital_gap_ev": [6.9, 5.7],
  "multiplicity": 4,
  "s2": 3.826,
  "total_charge": 1,
  "de_lowest_kcal_mol": 48.97
}

---

Entry 2:
{
  "formula": "C31H22F6N7O4PTi",
  "method": "ωB97M-V with the def2-TZVPD basis set",
  "species": ["Ti", "O", "C", "N", "C", "C", "C", "C", "C", "C", "N", "C", "O", "C", "C", "C", "C", "C", "N", "C", "C", "C", "C", "C", "N", "H", "H", "H", "H", "H", "H", "H", "H", "H", "H", "H", "H", "O", "C", "C", "C", "C", "C", "C", "C", "O", "N", "N", "C", "C", "C", "C", "C", "C", "N", "H", "H", "H", "H", "H", "H", "H", "H", "H", "H", "F", "P", "F", "F", "F", "F", "F"],
  "xyz": [[0.2659, -0.1417, 0.4037], [-1.6142, 3.3953, 0.1214], [-1.7378, 2.2146, 0.5975], [-0.6097, 1.5348, 1.2321], [0.2427, 2.2134, 2.0969], [0.1476, 3.5693, 2.4854], [1.0760, 4.1255, 3.3337], [2.1699, 3.3410, 3.7629], [2.3616, 2.0591, 3.3636], [1.3529, 1.4520, 2.6258], [1.4423, 0.1749, 2.0768], [2.3716, -0.6921, 2.5697], [2.9684, -0.6852, 3.6518], [2.7804, -1.6586, 1.5055], [4.0692, -2.2423, 1.5764], [4.6509, -2.7886, 0.4126], [3.7695, -3.0332, -0.6507], [2.4711, -2.5370, -0.6137], [1.9789, -1.8323, 0.4024], [-2.9097, 1.4330, 0.2461], [-4.0820, 2.1056, -0.2223], [-5.1543, 1.3002, -0.5902], [-5.0575, -0.0775, -0.5734], [-3.8940, -0.6469, -0.0827], [-2.7925, 0.1077, 0.3181], [-0.7209, 4.1570, 2.1565], [1.0547, 5.1511, 3.7387], [2.9248, 3.8424, 4.3569], [3.2817, 1.4979, 3.5811], [4.6694, -2.1150, 2.4804], [5.7080, -2.8994, 0.3619], [3.9932, -3.6297, -1.5108], [1.7741, -2.7717, -1.4430], [-4.1260, 3.2409, -0.2959], [-5.9986, 1.8237, -0.9924], [-5.9348, -0.7268, -0.7037], [-3.6636, -1.7017, 0.0184], [-1.2630, -2.0979, -4.3999], [-1.0898, -0.8188, -4.6909], [-1.0041, -0.3600, -6.0096], [-0.7652, 0.9340, -6.3388], [-0.6923, 1.9360, -5.3681], [-0.7343, 1.5209, -4.0539], [-0.8317, 0.1574, -3.6781], [-0.6890, -0.2102, -2.2764], [-0.4009, 0.6182, -1.3436], [-0.9838, -1.4213, -1.9330], [-0.8817, -1.5829, -0.5903], [-1.3624, -2.6669, 0.0061], [-1.3743, -2.6714, 1.4100], [-1.6891, -3.7862, 2.2375], [-1.7166, -3.6544, 3.6101], [-1.3668, -2.3941, 4.1388], [-0.8635, -1.3885, 3.3220], [-0.7283, -1.5618, 1.9592], [-1.3560, -2.2026, -3.3318], [-1.2174, -1.1167, -6.7043], [-0.7446, 1.1783, -7.4040], [-0.6323, 2.9944, -5.5571], [-0.6715, 2.2507, -3.2871], [-1.4836, -3.5625, -0.5530], [-1.9327, -4.7807, 1.7322], [-1.8961, -4.5170, 4.2235], [-1.4714, -2.2581, 5.2175], [-0.5016, -0.4735, 3.7152], [1.8931, 0.5934, -0.6642], [3.1005, 1.9886, -0.8531], [1.8730, 2.8660, -0.1945], [4.0759, 3.2286, -1.1037], [2.3606, 2.1552, -2.3174], [4.1316, 0.8165, -1.3668], [3.6801, 1.7271, 0.6502]],
  "forces_ev_per_angstrom": [[-0.570, 0.461, -0.622], [-0.488, -4.393, 2.544], [2.860, 4.667, -2.322], [0.490, 0.535, 0.672], [-0.686, -0.020, -0.585], [-1.083, 1.138, 0.353], [-0.433, -0.241, 0.071], [0.794, 0.615, 0.123], [0.620, -0.569, 0.564], [-0.012, -1.332, -1.803], [-0.722, 1.777, 0.907], [1.810, -0.934, 0.802], [-1.481, 0.229, -1.545], [0.823, -1.644, -1.186], [-0.174, 0.837, -0.604], [-2.219, 0.571, 0.365], [-0.048, 0.240, 0.524], [-0.706, -0.688, -0.224], [0.319, 1.343, 1.535], [-1.712, -0.441, -0.336], [0.709, 0.221, 0.281], [0.775, 1.260, -0.429], [-0.257, -1.169, 1.236], [2.432, 1.470, 0.549], [-2.118, -0.266, -0.568], [0.644, -0.310, 0.016], [-0.440, -0.572, -0.642], [0.058, -0.152, 0.009], [-0.722, 0.446, 0.079], [-0.337, 0.156, -0.311], [0.540, -0.698, -0.043], [0.606, 0.051, -0.377], [0.525, 0.376, 0.516], [0.184, -1.836, 0.177], [-0.615, -0.168, 0.019], [0.503, 0.411, -0.451], [-0.666, -0.120, -0.211], [-0.641, -0.748, 1.901], [1.091, 1.405, 1.258], [-0.424, -1.133, 1.121], [-0.385, 1.004, -0.949], [-0.080, -0.613, 0.899], [0.225, -0.540, -0.348], [-0.148, 0.405, -0.140], [-0.589, 1.464, -0.911], [0.600, 0.755, 0.897], [-0.376, -3.201, 0.906], [-0.738, -1.782, 0.463], [1.914, 1.593, -2.208], [2.440, 0.408, 3.178], [-0.737, -0.650, -1.907], [0.922, 1.226, -0.525], [-0.414, -0.645, 0.365], [0.063, -1.495, -2.022], [-2.017, -0.513, 0.982], [0.460, 0.529, -2.627], [0.032, -0.688, -1.310], [0.102, 0.055, 0.352], [0.123, 0.005, -0.388], [0.184, 0.489, 0.712], [-0.925, -0.472, -0.641], [0.192, 1.583, 0.766], [-0.272, -0.020, 0.308], [0.237, 0.241, -0.398], [0.356, 0.648, 0.311], [0.180, -0.380, 1.069], [-0.094, 0.622, -0.882], [1.130, -0.512, -0.292], [-0.792, -1.124, 0.195], [1.285, -0.488, 1.501], [-1.337, 1.411, 0.039], [-0.772, -0.088, -0.760]],
  "homo_ev": [-10.622, -10.622],
  "orbital_gap_ev": [5.4, 4.9],
  "multiplicity": 2,
  "s2": 0.765,
  "total_charge": 1,
  "de_lowest_kcal_mol": 26.45
}

---

Entry 3:
{
  "formula": "C31H22GeN4RuS2",
  "method": "ωB97M-V with the def2-TZVPD basis set",
  "species": ["Ru", "S", "N", "C", "C", "C", "C", "C", "N", "C", "C", "N", "C", "C", "C", "C", "C", "N", "H", "H", "H", "H", "H", "H", "C", "Ge", "C", "C", "C", "C", "C", "C", "C", "C", "C", "C", "C", "C", "C", "C", "C", "C", "C", "C", "H", "H", "H", "H", "H", "H", "H", "H", "H", "H", "H", "H", "H", "H", "H", "H", "S"],
  "xyz": [[0.2869, -0.3963, -1.1288], [-2.9521, -6.2865, 1.9993], [-3.6256, -4.9295, 1.4527], [-2.6332, -4.1393, 1.0911], [-2.7770, -2.7997, 0.5324], [-3.9953, -2.1365, 0.3968], [-4.0033, -0.8633, -0.1220], [-2.8039, -0.3050, -0.5408], [-1.6411, -0.9420, -0.4301], [-1.6161, -2.1547, 0.1439], [-0.2934, -2.7305, 0.3844], [0.7512, -1.9632, 0.0279], [1.9821, -2.4098, 0.2658], [2.2175, -3.6301, 0.8930], [1.1573, -4.4268, 1.2434], [-0.1329, -3.9677, 0.9765], [-1.3473, -4.7100, 1.2988], [-1.3934, -5.9245, 1.8123], [-4.9081, -2.6294, 0.7073], [-4.9190, -0.2954, -0.2096], [-2.7688, 0.6747, -0.9959], [2.7850, -1.7757, -0.0744], [3.2365, -3.9377, 1.0829], [1.2965, -5.3933, 1.7106], [1.6134, 0.6597, -0.3072], [1.9385, 2.4232, -1.0260], [1.1280, 2.2671, -2.7876], [1.6356, 2.7728, -3.9812], [0.9597, 2.5552, -5.1776], [-0.2308, 1.8365, -5.1915], [-0.7282, 1.3026, -4.0155], [-0.0356, 1.5149, -2.8351], [3.7831, 3.0109, -1.1822], [4.7091, 2.1983, -1.8435], [6.0225, 2.6170, -2.0189], [6.4274, 3.8536, -1.5310], [5.5199, 4.6680, -0.8686], [4.2034, 4.2499, -0.6972], [0.9255, 3.7535, -0.0094], [-0.1440, 4.4471, -0.5757], [-0.8914, 5.3461, 0.1798], [-0.5771, 5.5656, 1.5139], [0.4895, 4.8878, 2.0925], [1.2315, 3.9890, 1.3355], [2.0903, 0.3680, 0.6347], [2.5644, 3.3329, -3.9770], [1.3660, 2.9421, -6.1041], [-0.7596, 1.6753, -6.1228], [-1.6348, 0.7121, -4.0210], [-0.4872, 1.1812, -1.8765], [4.3984, 1.2311, -2.2273], [6.7301, 1.9800, -2.5359], [7.4502, 4.1826, -1.6698], [5.8354, 5.6316, -0.4865], [3.4979, 4.8963, -0.1863], [-0.3962, 4.2882, -1.6187], [-1.7193, 5.8776, -0.2749], [-1.1612, 6.2628, 2.1022], [0.7401, 5.0588, 3.1332], [2.0592, 3.4619, 1.8017], [0.5244, -1.6969, -2.8980]],
  "forces_ev_per_angstrom": [[0.558, -0.565, -0.085], [-0.113, -0.253, 0.133], [-0.023, 0.006, -0.025], [0.047, 0.321, -0.109], [-0.353, -0.420, 0.210], [-0.036, -0.244, 0.066], [-0.035, 0.127, -0.061], [0.079, -0.016, -0.157], [0.014, 0.721, 0.357], [0.474, -0.159, 0.073], [-0.443, 0.276, -0.072], [0.179, 0.183, -0.228], [-0.018, 0.042, -0.123], [0.125, 0.092, 0.008], [-0.143, -0.170, 0.052], [-0.176, -0.477, 0.262], [0.214, 0.239, -0.057], [0.018, -0.014, 0.001], [0.038, 0.014, 0.013], [0.026, -0.027, -0.050], [0.017, 0.051, 0.011], [0.019, 0.016, -0.032], [-0.019, 0.006, -0.045], [-0.010, 0.032, -0.015], [-0.938, -0.292, -0.132], [-0.191, -0.083, -0.042], [0.113, 0.129, -0.036], [-0.097, 0.025, -0.031], [0.036, -0.011, 0.092], [0.029, 0.047, -0.053], [-0.085, -0.002, 0.019], [0.062, 0.033, -0.219], [0.215, 0.010, -0.041], [0.046, 0.099, 0.062], [-0.081, -0.021, 0.018], [-0.020, -0.007, 0.006], [-0.072, -0.028, 0.011], [0.095, -0.073, -0.072], [0.032, 0.133, 0.169], [0.033, 0.038, 0.094], [0.029, -0.038, -0.003], [0.017, -0.031, -0.027], [0.020, -0.048, -0.061], [-0.112, 0.048, -0.051], [0.251, -0.198, -0.165], [-0.017, -0.003, -0.019], [-0.013, 0.013, 0.008], [0.032, 0.005, 0.015], [0.032, -0.061, -0.001], [-0.311, 0.211, 0.010], [0.010, 0.023, 0.001], [-0.017, 0.011, 0.004], [-0.017, -0.010, 0.009], [-0.012, -0.015, -0.012], [0.022, -0.005, -0.013], [-0.005, 0.002, 0.008], [0.023, -0.013, 0.003], [0.017, -0.003, -0.011], [-0.002, -0.010, -0.034], [-0.027, 0.019, -0.008], [0.466, 0.329, 0.376]],
  "homo_ev": -6.467,
  "orbital_gap_ev": 5.4
}

---

The calculation returns the following E values, one per record and in order: -3561.49798; -3668.86236; -4381.67610 hartree.